(1)
{"formula": "C4H3NOS3", "method": "ωB97M-V/def2-TZVPD", "elements": ["N", "C", "O", "C", "C", "C", "S", "S", "S", "H", "H", "H"], "coordinates": [[-1.803, 1.161, -0.033], [-1.558, -0.186, -0.034], [-2.309, -1.047, -0.416], [-0.162, -0.542, 0.244], [0.969, 0.187, 0.319], [2.191, -0.427, 0.079], [3.651, 0.431, -0.299], [2.029, -2.131, 0.025], [0.037, -2.361, -0.116], [-1.205, 2.034, 0.014], [-2.787, 1.541, -0.298], [0.945, 1.341, 0.513]], "homo_energy_ev": -8.3, "smiles": "NC(=O)c1cc(=S)ss1", "lumo_energy_ev": -1.46, "spin_multiplicity": 1}

---

(2)
{"formula": "C25H44N5O4V", "method": "ωB97M-V/def2-TZVPD", "elements": ["V", "C", "C", "C", "C", "C", "C", "N", "C", "C", "N", "C", "C", "O", "O", "C", "C", "C", "C", "C", "C", "N", "C", "C", "N", "C", "C", "O", "O", "H", "H", "H", "H", "H", "H", "H", "H", "H", "H", "H", "H", "H", "H", "H", "H", "H", "H", "H", "H", "H", "H", "H", "H", "H", "H", "H", "H", "H", "H", "H", "H", "H", "H", "H", "H", "H", "H", "H", "C", "C", "C", "N", "C", "C", "H", "H", "H", "H", "H"], "coordinates": [[-1.004, 0.326, 0.753], [-1.713, 1.084, -4.052], [-0.937, 1.360, -2.757], [0.554, 1.046, -2.982], [1.627, 1.842, -2.206], [1.472, 3.352, -2.355], [2.985, 1.384, -2.743], [1.503, 1.536, -0.731], [2.666, 1.813, 0.167], [3.279, 0.486, 0.613], [2.340, -0.212, 1.480], [2.185, 0.453, 2.788], [0.725, 0.939, 2.923], [0.442, 2.021, 3.405], [-0.098, 0.077, 2.425], [2.466, -1.680, 1.546], [3.923, -2.154, 1.479], [1.630, -2.407, 0.466], [0.143, -2.792, 0.737], [-0.168, -3.017, 2.217], [-0.128, -4.135, 0.034], [-0.830, -1.762, 0.212], [-0.935, -1.724, -1.257], [-1.954, -0.701, -1.778], [-1.553, 0.703, -1.556], [-2.609, 1.631, -1.061], [-1.816, 2.758, -0.348], [-1.926, 3.911, -0.709], [-0.951, 2.310, 0.519], [-1.509, 1.889, -4.757], [-2.790, 1.068, -3.881], [-1.418, 0.147, -4.527], [-1.021, 2.433, -2.585], [0.753, 1.250, -4.035], [0.733, -0.024, -2.843], [1.450, 3.621, -3.411], [2.314, 3.874, -1.898], [0.561, 3.733, -1.889], [2.994, 1.536, -3.821], [3.150, 0.319, -2.563], [3.823, 1.947, -2.337], [1.276, 0.544, -0.580], [0.671, 2.068, -0.352], [2.295, 2.360, 1.032], [3.394, 2.436, -0.341], [4.246, 0.692, 1.090], [3.482, -0.130, -0.267], [2.862, 1.301, 2.899], [2.392, -0.230, 3.613], [2.077, -1.973, 2.517], [4.338, -2.061, 0.474], [3.985, -3.202, 1.771], [4.549, -1.582, 2.166], [2.141, -3.353, 0.274], [1.708, -1.829, -0.463], [0.527, -3.744, 2.637], [-1.174, -3.435, 2.324], [-0.120, -2.096, 2.785], [0.369, -4.938, 0.577], [0.239, -4.151, -0.994], [-1.199, -4.355, 0.035], [-1.730, -2.093, 0.560], [-1.226, -2.693, -1.673], [0.047, -1.488, -1.666], [-2.925, -0.879, -1.313], [-2.088, -0.909, -2.841], [-3.295, 1.136, -0.380], [-3.198, 2.070, -1.870], [-4.959, 0.217, 3.363], [-4.875, -0.651, 2.284], [-3.743, -0.625, 1.497], [-2.704, 0.204, 1.711], [-2.795, 1.042, 2.761], [-3.892, 1.067, 3.602], [-5.833, 0.230, 4.000], [-5.678, -1.337, 2.053], [-3.678, -1.299, 0.652], [-1.946, 1.692, 2.940], [-3.900, 1.754, 4.436]], "s_squared": 3.76, "homo_energy_ev": [-9.6, -11.2], "total_charge": 1, "lumo_energy_ev": [-2.06, -2.29], "spin_multiplicity": 4}

---

(3)
{"formula": "C21H37Cl2O9P2Tl", "method": "ωB97M-V/def2-TZVPD", "elements": ["Tl", "C", "C", "C", "O", "P", "O", "C", "P", "O", "O", "C", "C", "C", "O", "C", "C", "C", "O", "C", "C", "C", "H", "H", "H", "H", "H", "H", "H", "H", "H", "H", "H", "H", "H", "H", "H", "H", "H", "H", "H", "H", "H", "H", "H", "H", "H", "H", "H", "H", "H", "H", "Cl", "C", "Cl", "H", "H", "O", "C", "C", "C", "C", "C", "C", "C", "O", "O", "H", "H", "H", "H", "H"], "coordinates": [[-1.145, 0.405, -0.776], [1.369, -3.163, 3.529], [1.000, -1.824, 2.939], [1.431, -0.651, 3.790], [-0.470, -1.858, 2.772], [-1.449, -0.678, 2.544], [-1.049, 0.351, 1.519], [-2.951, -1.578, 2.117], [-3.079, -2.095, 0.397], [-1.865, -1.748, -0.422], [-3.278, -3.634, 0.313], [-4.306, -4.373, 1.083], [-5.206, -5.067, 0.089], [-3.572, -5.324, 1.999], [-4.383, -1.345, -0.047], [-4.985, -1.532, -1.387], [-4.372, -0.534, -2.345], [-6.472, -1.359, -1.203], [-1.698, -0.033, 3.943], [-2.170, 1.333, 4.235], [-1.031, 2.313, 4.059], [-3.405, 1.677, 3.428], [2.453, -3.236, 3.613], [1.016, -3.978, 2.898], [0.937, -3.272, 4.524], [1.398, -1.735, 1.928], [0.983, -0.708, 4.782], [1.167, 0.304, 3.333], [2.515, -0.679, 3.901], [-3.817, -0.965, 2.365], [-2.967, -2.460, 2.761], [-4.878, -3.640, 1.662], [-4.622, -5.742, -0.537], [-5.727, -4.354, -0.549], [-5.954, -5.651, 0.624], [-2.983, -6.027, 1.411], [-4.290, -5.886, 2.595], [-2.902, -4.796, 2.679], [-4.754, -2.552, -1.704], [-4.481, 0.481, -1.959], [-4.878, -0.595, -3.308], [-3.317, -0.755, -2.519], [-6.696, -0.350, -0.853], [-6.865, -2.074, -0.482], [-6.980, -1.516, -2.154], [-2.435, 1.257, 5.288], [-0.738, 2.387, 3.011], [-0.168, 2.010, 4.650], [-1.350, 3.295, 4.411], [-3.193, 1.693, 2.356], [-3.745, 2.671, 3.719], [-4.221, 0.984, 3.631], [0.920, -0.482, -3.114], [2.310, -0.424, -2.024], [1.810, -0.035, -0.354], [2.986, 0.354, -2.357], [2.781, -1.399, -2.009], [0.020, 5.311, 0.004], [-1.229, 5.604, -0.032], [-1.619, 6.974, 0.129], [-2.944, 7.299, 0.089], [-3.908, 6.294, -0.107], [-3.536, 4.935, -0.264], [-2.222, 4.576, -0.231], [-1.764, 3.161, -0.407], [-2.620, 2.262, -0.571], [-0.518, 2.954, -0.381], [0.088, 4.289, -0.139], [-0.838, 7.709, 0.273], [-3.256, 8.328, 0.204], [-4.956, 6.561, -0.145], [-4.290, 4.175, -0.417]], "homo_energy_ev": [-15.6, -14.2], "total_charge": 2, "lumo_energy_ev": [-8.01, -8.89], "spin_multiplicity": 1}

---

(4)
{"formula": "C9H19NO2S", "method": "ωB97M-V/def2-TZVPD", "elements": ["C", "C", "C", "C", "C", "C", "C", "C", "C", "N", "O", "O", "S", "H", "H", "H", "H", "H", "H", "H", "H", "H", "H", "H", "H", "H", "H", "H", "H", "H", "H", "H"], "coordinates": [[1.018, -0.924, 1.267], [1.251, -2.248, -0.845], [3.263, -1.596, 0.507], [1.994, 0.157, -0.737], [-1.650, 2.293, -0.794], [-1.932, -0.192, -1.032], [-3.067, 1.021, 0.837], [1.868, -1.162, 0.033], [-1.806, 0.967, -0.037], [-0.646, 0.746, 0.798], [-0.943, 2.808, 2.243], [1.402, -0.310, 2.234], [-0.151, 1.620, 1.945], [0.068, -1.484, 1.294], [1.828, -2.361, -1.761], [0.227, -2.000, -1.107], [1.250, -3.204, -0.324], [3.208, -2.539, 1.044], [3.928, -1.718, -0.345], [3.677, -0.844, 1.174], [2.635, 0.022, -1.606], [2.429, 0.922, -0.098], [1.018, 0.497, -1.066], [-1.667, 3.126, -0.098], [-0.707, 2.313, -1.338], [-2.465, 2.413, -1.503], [-1.973, -1.139, -0.499], [-1.087, -0.206, -1.717], [-2.844, -0.081, -1.613], [-3.173, 0.095, 1.398], [-3.006, 1.850, 1.536], [-3.946, 1.157, 0.211]], "homo_energy_ev": -9.6, "lumo_energy_ev": -0.16, "spin_multiplicity": 1}

---

(5)
{"formula": "C3H7BrO", "method": "ωB97M-V/def2-TZVPD", "elements": ["C", "C", "C", "O", "Br", "H", "H", "H", "H", "H", "H", "H"], "coordinates": [[0.449, 1.198, -0.149], [0.148, -0.050, 0.436], [0.808, -1.343, 0.035], [-2.095, 0.843, 0.183], [-3.379, -0.248, 0.000], [0.164, 1.142, -1.170], [0.029, 1.993, 0.299], [1.470, 1.454, -0.301], [1.766, -1.115, -0.272], [-0.352, 0.046, 1.320], [0.537, -2.236, 0.529], [0.456, -1.685, -0.912]], "homo_energy_ev": [-7.8, -7.8], "lumo_energy_ev": [-1.33, -1.33], "spin_multiplicity": 1}

---

no.,E (eV)
1,-40238.9270
2,-67963.9954
3,-89111.9724
4,-26060.4337
5,-75308.9372